# 1
Density functional theory data (ωB97M-V/def2-TZVPD) for 40 unconnected molecules or ions with the total composition H80O40.

charge	-1
multiplicity	2
molecular weight	720.6	g/mol
Kohn-Sham gap (spin up / spin down)	1.92 / 10.20	eV
energy relative to the best compared isomer or geometry (same formula, charge and spin)	3.5180	eV
HOMO level (spin up / spin down)	-0.013 / -0.320	Ha
⟨S²⟩	0.7508

Last column: Löwdin spin population.
Geometry (Å):
H (2.77564, 4.27985, 2.87691)  0.001
H (3.98226, 3.10673, 3.37048)  0.001
O (3.43593, 3.52870, 2.76254)  0.004
H (-0.76648, 3.51836, -4.89662)  0.001
H (0.64751, 3.33102, -4.31967)  0.001
O (0.10299, 3.09727, -5.04326)  0.004
H (-0.10398, -1.68679, -3.72770)  0.005
H (-1.13051, -0.93523, -4.71044)  0.003
O (-1.02329, -1.42094, -3.86100)  0.012
H (-2.42269, -2.47113, -3.66910)  0.003
H (-2.37720, -3.36115, -4.87908)  0.004
O (-2.92258, -3.18608, -4.09612)  0.010
H (2.25450, -3.44475, -3.92533)  0.005
H (2.29708, -3.30208, -5.38072)  0.007
O (2.57422, -3.88506, -4.68790)  0.014
H (-2.51844, 5.12193, -0.12276)  0.001
O (-2.25926, 5.98620, -0.37308)  0.002
H (-1.11147, -0.50029, 6.58437)  0.002
O (-1.19066, -0.66141, 5.64105)  0.010
H (4.15080, -0.12186, 3.62434)  0.003
H (5.40225, -0.36541, 3.08101)  0.004
O (5.00867, 0.24702, 3.71969)  0.009
H (-6.69893, -0.44976, 0.73664)  0.002
H (-6.12811, -0.01830, -0.66554)  0.002
O (-6.94386, -0.31609, -0.20131)  0.006
H (-3.85397, -1.95409, 1.92072)  0.004
H (-3.40682, -3.31150, 2.22512)  0.006
O (-4.06198, -2.64421, 2.48342)  0.013
H (0.66685, -1.44625, 4.05077)  0.003
H (2.12189, -0.89442, 3.95300)  0.003
O (1.59005, -1.63728, 3.66686)  0.017
H (-2.58800, 0.41308, -0.26397)  0.002
O (-2.60156, 1.14201, -0.83894)  0.006
H (2.91111, -0.16005, -4.82570)  0.009
H (3.11362, -0.07784, -3.31878)  0.008
O (2.42043, -0.37620, -3.96948)  0.023
H (3.41934, 4.51739, -1.03110)  0.001
H (3.15650, 5.18256, 0.30876)  0.001
O (2.71624, 4.93153, -0.51768)  0.003
H (3.86693, -1.00465, 0.51874)  0.008
H (2.80356, -2.05640, 0.12856)  0.005
O (2.97259, -1.29680, 0.67151)  0.020
H (-0.21437, -1.98027, 2.65401)  0.005
H (-1.56835, -2.85245, 2.99399)  0.006
O (-0.99757, -2.06917, 3.19337)  0.015
H (-0.78665, 2.12296, 2.37228)  0.002
H (-1.46456, 2.59027, 1.04603)  0.002
O (-0.61508, 2.57046, 1.51343)  0.007
H (-2.92178, 2.62132, -0.23852)  0.001
H (-3.75551, 3.30177, 1.03074)  0.003
O (-3.08819, 3.36772, 0.34056)  0.007
H (-1.60588, -0.23764, 3.78618)  0.003
O (-1.87983, 0.48426, 3.19573)  0.012
H (1.45888, 0.69719, 0.15590)  0.003
H (0.04998, 1.01233, 0.63366)  0.004
O (0.50628, 0.82261, -0.18159)  0.015
H (0.90778, 5.77205, 3.66677)  0.000
O (1.37344, 4.94042, 3.75917)  0.003
H (2.49236, 1.83164, 4.79865)  0.001
H (0.86831, 1.89051, 4.30957)  0.003
O (1.66252, 1.35644, 4.68732)  0.007
H (-1.95722, -3.48220, -0.82806)  0.009
H (-0.69882, -2.48897, -1.29824)  0.012
O (-1.56227, -2.62042, -0.85352)  0.028
H (0.18214, -3.20290, 0.58538)  0.016
H (-0.25462, -1.69711, 0.85275)  0.007
O (0.47089, -2.28019, 0.74296)  0.027
H (-0.11134, 0.59702, -5.91386)  0.004
H (-1.29095, 1.44918, -5.72446)  0.002
O (-1.04192, 0.66509, -6.20165)  0.007
H (1.85504, -3.94369, -0.86539)  0.020
H (3.32862, -3.79999, -1.43840)  0.016
O (2.68616, -3.55555, -0.75104)  0.043
H (-2.12750, -1.46256, 0.36284)  0.005
H (-1.81378, -0.47969, 1.46986)  0.005
O (-2.56204, -0.81329, 0.91939)  0.013
H (0.09788, 6.25736, 1.26214)  0.001
H (1.15151, 5.35028, 0.98199)  0.001
O (1.07175, 6.25907, 1.23084)  0.002
H (-3.43724, 3.60259, -1.91103)  0.001
H (-3.62784, 4.60533, -2.98292)  0.000
O (-3.52477, 3.62772, -2.87145)  0.002
H (0.09722, -4.34255, 2.63668)  0.014
H (-0.88960, -5.40835, 1.91826)  0.021
O (-0.76997, -4.44955, 2.21101)  0.047
H (-5.46681, 1.74314, 2.37279)  0.003
H (-5.90551, 0.27846, 2.29409)  0.004
O (-6.14363, 1.22391, 2.00948)  0.010
H (-4.31028, -5.14092, -0.53453)  0.006
O (-3.67773, -4.39074, -0.42085)  0.022
H (-0.76282, -4.21480, -3.64582)  0.005
H (0.66651, -5.20850, -3.74990)  0.007
O (-0.02528, -4.65900, -3.31314)  0.030
H (-2.74763, 0.38818, 2.80565)  0.005
H (-3.01547, 6.42098, -0.00835)  0.001
H (1.11055, 4.49231, 2.97548)  0.001
H (-1.78077, -1.53100, 5.46768)  0.005
H (-1.76252, 1.30883, -1.29690)  0.002
H (-3.43551, -3.95272, -1.29797)  0.006
O (1.73101, -5.58161, 1.54783)  0.059
H (2.38393, -4.97866, 1.89489)  0.018
H (1.81343, -6.38025, 2.01309)  0.019
O (3.85208, 1.41496, 0.45225)  0.009
H (3.86217, 0.58486, 0.94236)  0.003
H (3.18182, 2.06946, 0.62729)  0.003
O (4.21258, -3.01301, 3.57599)  0.027
H (3.32638, -3.22597, 3.75793)  0.009
H (4.60796, -3.65965, 3.00704)  0.012
O (2.22461, 3.48919, -3.17799)  0.006
H (1.56478, 4.15863, -2.95325)  0.002
H (1.80758, 2.68371, -3.45383)  0.003
O (1.22362, -2.50512, -2.78501)  0.023
H (0.42480, -2.76810, -2.37281)  0.011
H (1.56003, -1.92362, -2.06825)  0.012
O (4.84413, 1.88342, -2.49920)  0.009
H (4.77819, 1.82926, -1.55061)  0.001
H (4.02983, 2.10613, -2.89193)  0.002
O (-0.44582, 1.88860, -2.70972)  0.009
H (-0.06910, 1.08196, -3.10837)  0.005
H (0.36865, 2.04106, -2.15589)  0.003

Cartesian forces (eV/Å) of the 3 atoms listed first:
H 2.179 -1.491 1.559
H 0.871 -0.188 2.182
O -2.425 1.635 -3.769

=====

# 2
Density functional theory data (ωB97M-V/def2-TZVPD) for 3 unconnected molecules or ions with the total composition C4H13NO2.

multiplicity	1
molecular weight	107.2	g/mol
Kohn-Sham gap	8.56	eV
energy relative to the best compared isomer or geometry (same formula, charge and spin)	1.4246	eV
HOMO level	-0.298	Ha

Last column: Mulliken charge in e.
Geometry (Å):
C (2.07915, 0.16503, -0.56339)  -1.104
C (0.93964, 0.92492, 0.12112)  0.899
C (0.46791, 2.09783, -0.32639)  -1.160
C (0.31168, -0.95017, 1.68627)  -0.949
N (0.65285, 0.44368, 1.41433)  -0.279
H (2.02014, -0.87707, -0.23570)  0.288
H (3.03503, 0.44940, -0.13147)  0.280
H (2.08306, 0.19742, -1.66786)  0.327
H (0.86111, 2.56182, -1.25948)  0.207
H (-0.21083, 2.82550, 0.04693)  0.316
H (0.15778, -0.92524, 2.76938)  0.409
H (1.19616, -1.60289, 1.53953)  0.310
H (-0.61671, -1.33832, 1.22345)  0.196
H (0.22799, 1.07390, 2.07282)  0.274
H (-2.04802, -2.54362, -1.39600)  0.326
H (-1.31568, -1.90210, -2.63045)  0.285
O (-1.70115, -1.69495, -1.77771)  -0.646
H (-2.78197, -0.24619, -0.76256)  0.352
H (-2.31208, 0.74991, 0.24151)  0.315
O (-3.04607, 0.59114, -0.36433)  -0.644

Cartesian forces (eV/Å) of the 3 atoms listed first:
C -0.779 -0.600 0.243
C 0.348 0.845 0.432
C 1.194 0.314 -1.967

=====

# 3
Density functional theory data (ωB97M-V/def2-TZVPD) for 3 unconnected molecules or ions with the total composition C26H59BBrN4O15P4S.

charge	+1
multiplicity	1
molecular weight	914.5	g/mol
Kohn-Sham gap	6.30	eV
energy relative to the best compared isomer or geometry (same formula, charge and spin)	9.2467	eV
HOMO level	-0.393	Ha

Last column: Mulliken charge in e.
Geometry (Å):
C (4.26565, -4.09750, -0.97611)  -0.924
C (2.68114, -4.05902, -1.44301)  0.282
C (2.63852, -3.18263, -2.85575)  -0.702
O (2.83578, -1.73430, -2.63265)  -0.108
C (1.54572, -1.05294, -2.99301)  -1.110
N (1.46051, 0.38190, -2.48851)  1.452
C (1.38748, 0.35157, -1.08360)  -2.805
N (1.34571, -0.83302, -0.16517)  1.597
C (2.52154, -0.98643, 0.74547)  -0.492
C (0.01471, -1.12201, 0.45251)  0.466
C (-0.92990, -2.27955, -0.30060)  -0.798
O (-0.49591, -0.61316, 1.57535)  -0.498
C (1.42668, 1.98085, -0.68946)  1.926
C (3.01544, 2.15242, -0.42434)  -1.578
C (4.19537, 1.31735, -1.09669)  -0.298
N (5.24772, 0.77535, -0.09760)  -0.630
C (0.96179, 2.40668, 0.81653)  -1.227
B (-0.47318, 2.91930, 1.22348)  0.539
O (-0.84965, 4.34282, 0.89552)  -0.615
O (-1.56331, 2.19190, 1.96760)  -0.163
C (0.63866, 2.58395, -2.04116)  1.169
C (0.54104, 4.20465, -2.13074)  -1.179
Br (0.56816, 5.08005, -3.92087)  0.009
C (1.57993, 5.09466, -1.23800)  0.351
C (1.35606, 6.72313, -1.55354)  -1.080
P (-1.20373, 2.11930, -2.32831)  0.655
O (-1.55627, 0.58156, -2.18911)  -0.614
O (-2.40754, 2.84551, -1.24031)  -0.480
O (-1.88898, 2.85985, -3.79764)  -0.514
C (1.40405, 1.71520, -3.26471)  -0.795
C (2.82109, 2.39420, -3.81210)  -0.629
C (3.93493, 1.38097, -4.41369)  0.279
C (5.50085, 1.97693, -4.45063)  -1.256
N (3.79981, 0.13046, -4.93946)  -0.396
P (0.65457, 1.51479, -5.00145)  0.261
S (-0.70592, 0.17214, -5.29369)  -0.270
H (4.97420, -3.51956, -1.71641)  0.209
H (4.35451, -3.55186, 0.06564)  0.215
H (4.57633, -5.23499, -0.91292)  0.292
H (2.23012, -5.13925, -1.57393)  0.444
H (2.04355, -3.51013, -0.61466)  -0.345
H (1.62496, -3.38850, -3.42068)  0.339
H (3.50600, -3.57730, -3.54327)  0.371
H (0.61166, -1.64199, -2.59624)  0.476
H (1.55854, -1.12935, -4.18523)  0.361
H (2.38068, -2.01430, 1.33409)  0.441
H (3.47635, -1.17259, 0.05362)  -0.034
H (2.68112, -0.14239, 1.53975)  0.236
H (-0.17696, -3.13124, -0.66696)  0.215
H (-1.58386, -1.83955, -1.16786)  0.163
H (-1.59456, -2.81573, 0.53368)  0.328
H (3.40560, 3.28282, -0.36865)  0.448
H (3.19653, 1.80893, 0.71731)  0.613
H (4.84237, 2.08579, -1.74894)  0.295
H (3.99021, 0.43086, -1.80611)  0.047
H (5.76585, 0.03282, -0.61515)  0.306
H (5.89454, 1.58264, 0.07565)  0.302
H (1.21446, 1.46411, 1.50884)  -0.158
H (1.70515, 3.25934, 1.21262)  0.324
H (-0.39477, 4.96113, 1.55884)  0.348
H (-1.19642, 2.06621, 2.89121)  0.175
H (-0.52571, 4.51240, -1.68559)  0.795
H (1.47960, 4.99364, -0.08041)  -0.036
H (2.66769, 4.87123, -1.65505)  0.043
H (2.08235, 7.10285, -2.41983)  0.310
H (1.75086, 7.27732, -0.57375)  0.369
H (0.23428, 7.00423, -1.72888)  0.303
H (-3.25734, 2.33592, -1.45517)  0.330
H (-2.08128, 3.82868, -3.63343)  0.339
H (2.55037, 3.11969, -4.72364)  0.797
H (3.30204, 3.13480, -3.00826)  -0.117
H (6.04808, 1.59923, -5.42040)  0.411
H (5.53572, 3.13550, -4.29124)  0.284
H (6.03840, 1.42067, -3.54099)  0.260
H (4.73859, -0.24796, -5.26006)  0.281
H (1.68093, 1.22668, -6.01790)  0.234
H (0.04375, 2.74448, -5.53664)  0.183
C (-3.77903, -7.66442, 3.07663)  -0.578
O (-2.97390, -7.17883, 4.14212)  -0.473
P (-2.07835, -5.71901, 3.89715)  1.063
O (-3.25974, -5.08518, 3.15013)  -0.620
O (-1.09796, -6.48797, 2.82065)  -0.255
C (-0.26949, -7.51577, 3.33130)  -0.714
O (-1.18276, -4.25932, 3.65224)  -0.144
C (-1.55837, -3.20168, 4.51539)  -0.757
H (-3.96873, -8.72706, 3.25016)  0.243
H (-4.73931, -7.14320, 3.07092)  0.236
H (-3.28113, -7.55178, 2.11117)  0.293
H (-0.65732, -8.48433, 3.00287)  0.245
H (-0.22995, -7.49365, 4.42468)  0.354
H (0.74167, -7.38692, 2.93547)  0.238
H (-1.45411, -3.51800, 5.55664)  0.339
H (-2.58896, -2.89369, 4.32153)  0.387
H (-0.89738, -2.35067, 4.33378)  0.154
C (-4.63622, 1.70038, 1.78068)  -0.551
O (-5.79370, 2.25156, 2.39366)  -0.506
P (-6.13462, 1.82936, 4.03641)  1.033
O (-4.64776, 1.93341, 4.40234)  -0.581
O (-6.48009, 0.28556, 3.57961)  -0.323
C (-7.61801, 0.10127, 2.75823)  -0.690
O (-6.47563, 1.40717, 5.67904)  -0.237
C (-6.45660, 2.50597, 6.57178)  -0.678
H (-4.76315, 1.76177, 0.69651)  0.210
H (-3.75674, 2.28794, 2.05473)  0.272
H (-4.49343, 0.65343, 2.05673)  0.341
H (-7.29098, -0.13634, 1.74187)  0.224
H (-8.24656, 0.99679, 2.73611)  0.344
H (-8.20446, -0.73623, 3.14604)  0.264
H (-7.16889, 3.26592, 6.23974)  0.298
H (-5.45384, 2.93666, 6.63135)  0.295
H (-6.74758, 2.15474, 7.56479)  0.252

Cartesian forces (eV/Å) of the 3 atoms listed first:
C -0.519 -0.214 0.436
C 0.529 1.083 -0.311
C -0.460 -1.651 0.006

=====

# 4
Density functional theory data (ωB97M-V/def2-TZVPD) for 2 unconnected molecules or ions with the total composition C3H3N3.

multiplicity	1
molecular weight	81.1	g/mol
Kohn-Sham gap	11.55	eV
energy relative to the best compared isomer or geometry (same formula, charge and spin)	2.1710	eV
HOMO level	-0.437	Ha

Last column: Mulliken charge in e.
Geometry (Å):
C (2.21827, -0.62052, 0.14756)  0.330
C (-1.65110, -1.00827, -0.37838)  0.063
C (1.40794, 0.51479, 0.45108)  -0.264
N (2.93401, -1.46200, -0.08820)  -0.313
N (-2.44012, -0.66066, 0.35970)  -0.348
N (1.04792, 1.16122, -0.58375)  -0.476
H (0.97833, 0.63396, 1.35771)  0.449
H (-1.13886, -1.47505, -1.19051)  0.289
H (0.46146, 1.86192, -0.29916)  0.269

Cartesian forces (eV/Å) of the 3 atoms listed first:
C -0.444 1.218 1.067
C 0.247 -0.889 -1.302
C 0.038 -0.556 -4.072

=====

Calculated values (a.u.) of E for the records, taken in order: -3057.42327; -365.39013; -6735.33343; -280.30100.